# C25H29N7O2S

A single C25H29N7O2S molecule in a non-equilibrium geometry (ωB97M-V with the def2-TZVPD basis set, OMol25).

As for the energy above the lowest of the compared OMol25 structures with the same formula, charge and spin: 0.0 kcal/mol. The gap between HOMO and LUMO comes out at 8.7 eV. Its SMILES is COCCn1c(SCC(=O)Nc2cc(C(C)(C)C)nn2-c2ccccc2)nnc1-c1ccncc1. The total energy is -1902.02436 hartree. Its LUMO energy is 0.235 eV. The highest occupied orbital energy is -8.45 eV.

Element x y z (Å)
C1 -4.16 -1.30 -2.79
O1 -2.90 -1.12 -3.37
C2 -2.57 0.23 -3.57
C3 -1.24 0.29 -4.33
N1 -0.17 -0.23 -3.53
C4 0.65 0.51 -2.72
S1 0.68 2.24 -2.72
C5 2.27 2.51 -1.87
C6 2.14 2.61 -0.35
O2 2.34 3.65 0.24
N2 1.79 1.44 0.24
C7 1.68 1.32 1.62
C8 2.51 1.83 2.59
C9 1.89 1.49 3.81
C10 2.38 1.80 5.20
C11 3.75 1.14 5.40
C12 1.39 1.27 6.23
C13 2.52 3.32 5.35
N3 0.77 0.84 3.59
N4 0.63 0.72 2.26
C14 -0.53 0.13 1.75
C15 -1.73 0.37 2.42
C16 -2.90 -0.20 1.96
C17 -2.89 -0.99 0.83
C18 -1.70 -1.23 0.16
C19 -0.52 -0.69 0.63
N5 1.39 -0.27 -1.99
N6 1.07 -1.54 -2.28
C20 0.14 -1.53 -3.20
C21 -0.47 -2.73 -3.74
C22 -0.79 -3.78 -2.88
C23 -1.37 -4.92 -3.41
N7 -1.64 -5.07 -4.70
C24 -1.30 -4.09 -5.52
C25 -0.71 -2.91 -5.10
H1 -4.96 -0.92 -3.45
H2 -4.23 -0.79 -1.83
H3 -4.28 -2.37 -2.65
H4 -3.34 0.74 -4.17
H5 -2.47 0.75 -2.61
H6 -1.33 -0.31 -5.24
H7 -1.00 1.32 -4.59
H8 2.93 1.70 -2.15
H9 2.65 3.46 -2.24
H10 1.66 0.62 -0.37
H11 3.42 2.37 2.43
H12 4.47 1.51 4.67
H13 3.67 0.06 5.28
H14 4.12 1.35 6.40
H15 1.75 1.48 7.24
H16 0.42 1.73 6.10
H17 1.27 0.19 6.12
H18 1.55 3.80 5.20
H19 2.88 3.57 6.34
H20 3.21 3.72 4.62
H21 -1.71 0.98 3.31
H22 -3.82 -0.02 2.49
H23 -3.81 -1.43 0.47
H24 -1.69 -1.86 -0.72
H25 0.41 -0.94 0.14
H26 -0.58 -3.70 -1.83
H27 -1.65 -5.75 -2.78
H28 -1.51 -4.26 -6.57
H29 -0.43 -2.16 -5.83